Run 1
A cluster of 2 separate species, C5H9N2O in total, computed with wB97M-V/def2-TZVPD.

Properties
- LUMO energy: -0.167 Ha
- Charge: +1
- HOMO energy: -0.545 Ha

Last column: natural (NBO) charge in e.
Positions of all 17 atoms, in Å:
H1 -1.44985 -1.54702 0.80261  0.26
H2 -1.88082 -0.11671 1.47629  0.28
H3 1.43808 -1.56930 0.87779  0.28
C1 0.63946 2.04144 -0.87347  0.09
H4 2.16063 0.23035 1.26809  0.27
H5 0.83914 -0.44030 2.28643  0.27
O1 0.40133 -0.24818 -4.73285  -0.42
H6 0.18400 -1.18294 -1.82732  0.41
C2 1.23188 -0.48203 1.21869  -0.69
N1 0.26326 0.89649 -0.50087  -0.27
H7 0.49955 2.96514 -0.28469  0.24
C3 0.04166 0.05497 0.40372  0.44
H8 -1.83273 -0.26573 -0.44587  0.26
N2 0.07439 -0.29020 -2.40268  -0.86
C4 0.25889 -0.40060 -3.60302  0.89
H9 1.09914 2.07835 -1.83858  0.23
C5 -1.43227 -0.44521 0.57473  -0.68

Run 2
A structure of composition C5H9N2O, computed with wB97M-V/def2-TZVPD.

Properties
- LUMO energy: -0.138 Ha
- Charge: +1
- HOMO energy: -0.476 Ha

Last column: natural (NBO) charge in e.
Positions of all 17 atoms, in Å:
N1 0.07006 0.22467 2.00670  -0.59
H1 0.94784 0.75433 2.24690  0.45
C1 -0.95779 1.29172 1.20520  -0.02
C2 0.78188 -1.39115 -2.22776  -0.35
C3 0.01419 -0.41074 -1.75596  0.22
H2 0.95577 -1.46162 -3.29503  0.23
H3 1.28977 -2.13088 -1.65122  0.21
H4 -0.76325 1.66147 -2.51642  0.53
H5 -1.94792 1.04664 1.76774  0.22
N2 -0.87210 0.81918 -0.07526  -0.41
H6 -0.72101 2.32960 1.23475  0.24
C4 0.56088 -0.72335 1.00036  -0.30
H7 -0.48784 -0.00001 2.88755  0.47
H8 0.27917 -1.77052 1.09252  0.27
C5 -0.05468 -0.13314 -0.34362  0.26
O1 -0.77286 0.36264 -2.49090  -0.67
H9 1.67790 -0.46884 0.91447  0.25

Stability check: which of them is most stable? run 1.

Run 1
A cluster of 4 separate species, C3H13NO4 in total, computed with wB97M-V/def2-TZVPD.

Properties
- LUMO energy: 0.026 Ha
- Charge: 0
- SMILES string: CN(C)C=O.O.O.O
- HOMO energy: -0.361 Ha

Last column: natural (NBO) charge in e.
Positions of all 21 atoms, in Å:
H1 -0.03165 -2.43937 -0.83252  0.50
H2 0.29320 0.08603 2.10368  0.51
H3 -0.23289 2.30788 -2.50751  0.20
H4 0.62606 0.78414 -2.53735  0.23
H5 0.52816 -3.32055 -1.98697  0.46
C1 1.19253 0.72810 -0.15378  0.54
H6 -0.55672 1.94114 1.26992  0.25
N1 0.16390 1.38038 -0.66721  -0.41
H7 -1.16167 2.83717 -0.31498  0.20
C2 -0.83990 1.93161 0.21677  -0.43
H8 -1.93623 -1.90440 0.20975  0.47
O1 -0.48327 -0.35575 2.53909  -1.00
H9 -1.11593 0.74496 -2.32516  0.21
O2 -1.06998 -2.15605 0.54739  -0.99
O3 0.36176 -2.40896 -1.73346  -0.99
H10 -0.93978 -1.54303 1.30964  0.51
O4 1.50445 0.57777 1.03660  -0.69
H11 1.83422 0.12294 -0.81604  0.15
H12 -1.74744 1.30252 0.25587  0.20
C3 -0.21924 1.31008 -2.05747  -0.41
H13 -0.19420 -0.66919 3.39939  0.48

Run 2
A cluster of 4 separate species, C3H13NO4 in total, computed with wB97M-V/def2-TZVPD.

Properties
- LUMO energy: 0.027 Ha
- Charge: 0
- SMILES string: CCC(N)=O.O.O.O
- HOMO energy: -0.388 Ha

Last column: natural (NBO) charge in e.
Positions of all 21 atoms, in Å:
N1 -0.77458 -0.85794 -1.96750  -0.83
H1 -4.14213 -0.86167 -0.17249  0.46
H2 -0.12920 1.20349 2.51461  0.47
H3 -0.24724 -0.77504 -2.78729  0.39
H4 1.14064 2.05640 -1.70419  0.21
H5 -1.49660 -1.43159 -1.89847  0.41
O1 -3.61305 -0.62678 -0.85927  -0.98
H6 1.77722 -0.44378 -1.30298  0.22
O2 -0.23578 0.30431 2.40152  -0.96
H7 1.67340 -0.27626 0.26057  0.29
H8 -2.82933 -0.11384 -0.39863  0.49
H9 -0.48686 0.18565 1.51901  0.48
C1 1.20523 0.09112 -0.65472  -0.54
H10 0.86676 2.19948 -0.00348  0.22
O3 1.83505 -1.29038 2.22789  -0.96
C2 -0.31701 -0.12041 -0.83318  0.74
O4 -1.14356 0.25288 -0.03792  -0.65
H11 1.11691 -0.87074 2.39022  0.47
H12 1.94720 -2.08287 2.79179  0.47
C3 1.34689 1.60915 -0.78869  -0.60
H13 2.50602 1.84880 -0.69681  0.21

Run 3
A cluster of 5 separate species, C3H13NO4 in total, computed with wB97M-V/def2-TZVPD.

Properties
- LUMO energy: -0.188 Ha
- Charge: 0
- HOMO energy: -0.309 Ha

Last column: natural (NBO) charge in e.
Positions of all 21 atoms, in Å:
H1 -0.37299 1.65477 3.77955  0.46
N1 1.89151 -1.37037 -0.08284  -0.48
C1 0.51646 -1.34807 -2.22789  0.10
C2 1.31539 0.13569 -0.38981  -0.20
O1 -0.18124 2.34392 0.74085  -1.16
H2 1.12176 -1.95021 0.13021  0.36
H3 -0.10997 -0.65603 -2.77513  0.23
C3 1.65739 -0.86768 -1.49048  -0.31
H4 -1.70610 -1.15876 0.08804  0.53
H5 -0.41568 1.78774 2.18078  0.50
O2 -1.36946 -2.01603 -0.22502  -0.84
H6 2.58368 -0.73704 -2.02542  0.32
H7 0.47913 -2.30124 -2.70433  0.21
H8 -1.46504 1.39974 0.53388  0.51
O3 -2.14530 0.62984 0.59443  -1.04
H9 -0.73297 -1.81572 -1.00770  0.38
H10 1.98555 0.92949 -0.08341  0.25
H11 -2.27535 0.51728 1.53076  0.49
H12 0.23974 0.31623 -0.17372  0.27
H13 -0.33988 3.25211 0.63734  0.44
O4 -0.67662 1.25434 2.96990  -1.03

Stability check: which of them is most stable? run 1.

Run 1
A cluster of 2 separate species, C5H11N2 in total, computed with wB97M-V/def2-TZVPD.

Properties
- LUMO energy: -0.135 Ha
- Charge: +1
- HOMO energy: -0.517 Ha

Last column: natural (NBO) charge in e.
Positions of all 18 atoms, in Å:
H1 0.45212 1.81467 2.89608  0.22
C1 0.68618 0.10634 1.46597  0.26
H2 0.59207 -1.59338 -2.24846  0.25
C2 0.80159 -0.80111 -1.45096  -0.25
C3 0.03825 0.54899 -1.33605  -0.25
H3 1.91751 -0.65157 -1.25698  0.23
H4 -0.79639 0.74085 -2.17870  0.25
C4 0.30772 1.47133 1.94442  -0.22
H5 -0.41627 2.00505 1.37533  0.21
C5 -1.38949 -1.14408 -0.04024  -0.43
H6 -1.07692 -2.22042 0.09939  0.23
H7 0.70693 1.43301 -1.09572  0.23
H8 2.52953 1.34320 1.11228  0.47
H9 0.71165 -0.79541 1.93823  0.23
H10 -1.91639 -0.92100 0.87263  0.24
N1 -0.12436 -0.43632 -0.39183  -0.35
N2 1.52458 1.04540 1.17414  -0.55
H11 -1.91948 -1.12126 -1.04231  0.22

Run 2
A structure of composition C5H11N2, computed with wB97M-V/def2-TZVPD.

Properties
- LUMO energy (spin up / spin down): -0.148 / -0.148 Ha
- Charge: +1
- HOMO energy (spin up / spin down): -0.426 / -0.426 Ha

Last column: natural (NBO) charge in e.
Positions of all 18 atoms, in Å:
H1 2.71372 -2.83697 1.66172  0.25
C1 0.50023 -0.58497 -0.05530  0.07
H2 -2.54536 -0.77932 -0.55254  0.03
H3 -1.13033 1.94030 1.83267  0.26
H4 1.57134 -0.38507 -1.71346  0.45
N1 0.73522 -0.05192 -1.26534  -0.37
H5 -0.72209 1.45401 -1.39317  0.20
C2 0.02114 0.85347 -1.99370  -0.25
C3 -0.31751 1.55366 1.10213  -0.43
N2 -0.52333 0.09265 0.76549  -0.59
H6 -2.00573 -1.38266 -0.54443  0.03
C4 1.28278 -1.53759 0.57253  -0.15
H7 -0.90143 -0.41944 1.58265  0.46
H8 0.56947 0.90403 -2.88542  0.23
H9 0.71349 1.74802 1.41749  0.26
H10 -1.38355 -0.22651 0.23564  0.46
H11 -0.48260 2.07098 0.09987  0.21
C5 1.90453 -2.41267 1.13317  -0.13

Stability check: which of them is most stable? run 1.

Run 1
The ion C5H11N2 with charge +1, computed with wB97M-V/def2-TZVPD.

Properties
- LUMO energy (spin up / spin down): -0.149 / -0.149 Ha
- Charge: +1
- SMILES string: C=CN(C)[N+](=C)C
- HOMO energy (spin up / spin down): -0.483 / -0.483 Ha

Last column: natural (NBO) charge in e.
Positions of all 18 atoms, in Å:
H1 -1.14724 2.50348 0.54916  0.23
N1 -0.74263 0.53855 0.25998  -0.07
H2 -0.07981 -2.06791 -1.00730  0.23
C1 1.82186 -0.15498 0.40912  0.00
H3 -1.65976 -0.08596 -1.39963  0.24
H4 3.46534 0.48215 -0.69348  0.27
H5 2.03645 -0.81328 1.27507  0.26
N2 0.06695 -0.49571 0.39854  -0.27
H6 1.91679 0.84948 -1.56531  0.27
H7 0.55188 -2.41046 0.85825  0.25
H8 -1.25025 -2.08090 0.44598  0.23
C2 -0.38607 1.70864 0.70513  -0.09
C3 -1.99348 0.37075 -0.44509  -0.46
H9 -2.83809 -0.03738 0.17446  0.27
H10 -2.37445 1.40361 -0.83449  0.26
C4 -0.23696 -1.94681 0.07988  -0.42
H11 0.53237 1.79858 1.38445  0.25
C5 2.31711 0.43816 -0.59472  -0.43

Run 2
The ion C5H11N2 with charge +1, computed with wB97M-V/def2-TZVPD.

Properties
- LUMO energy (spin up / spin down): -0.189 / -0.189 Ha
- Charge: +1
- SMILES string: C=[N+]=CCN(C)C
- HOMO energy (spin up / spin down): -0.471 / -0.471 Ha

Last column: natural (NBO) charge in e.
Positions of all 18 atoms, in Å:
H1 -0.53616 0.13887 2.71317  0.24
H2 0.59288 2.44685 1.84492  0.24
H3 -0.45942 -1.20867 1.52495  0.22
H4 -1.55549 0.20533 1.20835  0.20
N1 -0.46204 -1.28018 -1.59780  -0.29
C1 0.57278 1.84901 0.81284  -0.44
H5 -2.02590 -2.42904 -1.77473  0.22
H6 -0.15211 0.69388 -1.30375  0.23
C2 -1.30039 -1.84725 -2.34569  0.07
H7 1.50431 2.30258 0.32352  0.24
H8 2.34626 0.23215 -0.31310  0.27
H9 1.48939 -1.23381 0.50870  0.24
C3 0.27609 -0.37329 -1.15346  0.19
C4 1.33859 -0.17636 0.08161  -0.19
H10 -1.29083 -1.90746 -3.36921  0.23
N2 0.57597 0.49711 0.94041  -0.42
H11 -0.36669 2.22433 0.30007  0.19
C5 -0.54724 -0.13406 1.59920  -0.43

Run 3
The ion C5H11N2 with charge +1, computed with wB97M-V/def2-TZVPD.

Properties
- LUMO energy: -0.122 Ha
- Charge: +1
- SMILES string: C[C@H]1CN1/C=C/[NH3+]
- HOMO energy: -0.456 Ha

Last column: natural (NBO) charge in e.
Positions of all 18 atoms, in Å:
N1 0.34220 -0.47965 0.28650  -0.41
C1 1.43827 -0.88052 1.10813  -0.20
H1 0.67647 -2.72367 -0.00301  0.23
C2 -1.86216 0.89916 -0.00026  -0.28
C3 1.69659 -1.68559 -1.52209  -0.61
C4 -0.58422 0.50890 0.35647  0.10
H2 -2.70857 2.67487 -0.21800  0.43
H3 -0.10005 1.17982 1.06483  0.17
H4 1.12898 -1.23218 2.01394  0.21
H5 -1.48878 2.59099 0.97314  0.45
N2 -2.35040 2.21016 0.53924  -0.64
H6 2.23159 -2.59337 -1.59577  0.23
H7 0.96223 -1.66427 -2.19436  0.22
H8 -2.45393 0.28073 -0.57481  0.23
H9 2.37046 -0.19248 1.14146  0.21
C5 1.11756 -1.67853 -0.06870  0.00
H10 -3.06794 2.01703 1.15911  0.43
H11 2.48871 -0.99439 -1.86253  0.23

Stability check: which of them is most stable? run 2.

Run 1
The ion C5H11N2 with charge +1, computed with wB97M-V/def2-TZVPD.

Properties
- LUMO energy (spin up / spin down): -0.138 / -0.138 Ha
- Charge: +1
- HOMO energy (spin up / spin down): -0.471 / -0.471 Ha

Last column: natural (NBO) charge in e.
Positions of all 18 atoms, in Å:
C1 -1.00226 -1.93579 0.24485  -0.63
H1 2.43225 0.21051 -1.50145  0.27
C2 1.40293 0.39143 0.19049  0.48
H2 -1.03663 -0.31449 1.52988  0.20
H3 3.29087 1.39321 -0.40126  0.27
C3 -0.61277 0.54605 -0.42978  -0.19
H4 -1.72419 1.46550 1.08852  0.45
C4 2.65390 0.54000 -0.48675  -0.74
N1 0.87583 -0.54273 0.88817  -0.39
N2 -1.56332 1.55668 0.03557  -0.68
H5 -0.68413 0.50377 -1.47129  0.23
H6 -2.02559 -2.19195 0.42085  0.24
H7 -0.78026 -2.17580 -0.82533  0.22
H8 -1.24108 2.49590 -0.13131  0.45
H9 -2.45135 1.46008 -0.43918  0.43
C5 -0.51434 -0.52994 0.60228  -0.13
H10 3.22715 -0.19982 -0.03591  0.28
H11 -0.24701 -2.67259 0.72166  0.26

Run 2
The ion C5H11N2 with charge +1, computed with wB97M-V/def2-TZVPD.

Properties
- LUMO energy: -0.134 Ha
- Charge: +1
- SMILES string: N[C@@]12C[NH2+]C[C@@H]1C2
- HOMO energy: -0.484 Ha

Last column: natural (NBO) charge in e.
Positions of all 18 atoms, in Å:
H1 -1.95879 1.03243 1.43266  0.25
C1 -1.41134 0.82992 0.42679  -0.23
C2 0.92472 -0.05337 0.04739  0.11
H2 -1.55873 -1.10983 1.19198  0.46
H3 0.27579 1.07363 -1.80050  0.22
N1 2.24162 -0.51460 0.37118  -0.79
N2 -1.38156 -0.64386 0.16289  -0.53
H4 0.35684 1.86892 1.22225  0.26
H5 -2.25157 -0.91486 -0.39212  0.45
C3 0.04142 1.16386 0.48473  -0.29
H6 2.79766 0.29065 0.54350  0.37
H7 -0.29709 -0.98895 -1.56335  0.23
C4 0.87572 1.13159 -0.81788  -0.39
H8 1.68308 1.82529 -0.76458  0.25
H9 -1.94020 1.26516 -0.44635  0.23
C5 -0.11488 -1.11027 -0.52288  -0.21
H10 0.06128 -2.14528 -0.19580  0.25
H11 2.44180 -1.09622 1.14063  0.38

Stability check: which of them is most stable? run 2.

Run 1
A cluster of 2 separate species, C4H8NO in total, computed with wB97M-V/def2-TZVPD.

Properties
- LUMO energy: 0.162 Ha
- Charge: -1
- HOMO energy: -0.102 Ha

Last column: natural (NBO) charge in e.
Positions of all 14 atoms, in Å:
C1 -0.80095 0.54876 -1.32517  0.01
C2 -2.03427 0.49631 -1.81374  -0.52
H1 2.12890 0.57016 2.03251  0.08
N1 0.22586 -0.28522 -1.84553  -0.49
H2 -0.48111 1.26254 -0.57510  0.22
H3 0.67938 -0.92634 0.08539  0.27
C3 0.66893 -1.16829 -1.04119  -0.08
H4 -2.71440 1.27645 -1.50240  0.18
O1 0.23351 0.02804 1.37427  -0.96
H5 1.23920 -1.99961 -1.47782  0.12
H6 -2.41205 -0.33544 -2.39499  0.18
C4 1.12530 0.22639 2.38806  -0.20
H7 0.81285 1.00587 3.11914  0.09
H8 1.32884 -0.69961 2.97657  0.09

Run 2
A cluster of 2 separate species, C4H8NO in total, computed with wB97M-V/def2-TZVPD.

Properties
- LUMO energy (spin up / spin down): 0.154 / 0.155 Ha
- Charge: -1
- HOMO energy (spin up / spin down): -0.117 / -0.093 Ha

Last column: natural (NBO) charge in e.
Positions of all 14 atoms, in Å:
H1 0.90277 1.75392 -1.35230  0.18
H2 0.88131 0.32417 -2.58573  0.23
H3 -1.53461 -0.55896 -0.44347  0.22
C1 0.51523 0.76345 -1.68076  -0.42
C2 0.69981 -0.36794 1.86550  -0.48
O1 0.83586 -1.90322 -1.28218  -0.84
H4 -1.57601 0.89814 0.50740  0.19
C3 0.23146 -0.25028 0.59821  0.19
H5 1.75780 -0.49379 2.02225  0.20
H6 -1.74635 -0.53123 1.33298  0.19
H7 -0.54594 0.84820 -1.63268  0.16
C4 -1.28556 -0.09196 0.39441  -0.66
N1 0.99634 0.10257 -0.45980  -0.32
H8 -0.13211 -0.49308 2.71615  0.17

Stability check: which of them is most stable? run 1.